1.
The following is a quantum chemistry calculation of a 7-piece molecular cluster, C16H38BN8O18 overall, from the Open Molecules 2025 dataset.

Output
Highest occupied orbital energy (eV): -5.475
LUMO (eV): 0.96
Charge: -1
M (g mol⁻¹): 641.330
Total energy (Eh): -2449.10511

Geometry as XYZ:
```
81
Properties=species:S:1:pos:R:3:lowdin_charge:R:1
C -4.80883 2.58577 0.42272 -0.126
O -4.34237 1.25613 0.44836 -0.209
C -3.06365 1.09820 -0.19479 -0.136
B -3.03992 -0.21127 -1.14820 -0.639
C -3.20045 -1.64837 -0.32834 -0.066
C -3.20518 -1.53933 1.17373 -0.168
O -2.96804 -2.84044 1.83192 -0.013
C -1.73711 -3.33237 1.64090 -0.551
C -0.58100 -2.39178 1.88629 0.004
O -1.56487 -4.46157 1.25037 0.083
C -1.64020 -0.27630 -1.99348 -0.044
C -1.24213 0.93269 -2.78607 -0.444
O -2.02022 1.70869 -3.28556 0.099
N 0.17354 1.20851 -2.92688 -0.184
C 1.01844 0.02684 -3.04518 -0.096
C 0.63058 2.11719 -1.89299 -0.102
O -4.28901 -0.05341 -2.06487 0.009
N -4.16847 -0.65112 -3.21371 -0.122
O -5.07060 -0.41385 -3.97662 -0.036
H -5.75148 2.60774 0.97217 0.082
H -4.08988 3.24627 0.92056 0.051
H -4.97686 2.91130 -0.61033 0.092
H -2.29043 1.06327 0.59069 0.104
H -2.85656 1.99830 -0.78930 0.102
H -2.40050 -2.33018 -0.64747 0.097
H -4.13282 -2.13378 -0.63484 0.108
H -4.17489 -1.22089 1.54699 0.126
H -2.45280 -0.84484 1.54997 0.095
H 0.30830 -2.98176 2.09180 0.066
H -0.77888 -1.68718 2.68889 0.079
H -0.43595 -1.82905 0.95834 0.091
H -1.60478 -1.15460 -2.64747 0.100
H -0.84001 -0.45152 -1.25878 0.095
H 0.74832 -0.52721 -3.94377 0.092
H 1.01257 -0.63841 -2.17688 0.052
H 2.04876 0.37166 -3.17791 0.079
H 0.61328 1.67017 -0.88360 0.084
H 1.65551 2.42788 -2.11247 0.070
H 0.00665 3.01148 -1.88394 0.087
C 0.95789 -4.99322 -0.61766 0.056
N 1.47511 -3.79684 -1.33689 -0.434
O 2.66472 -3.76283 -1.60233 0.043
O 0.68654 -2.91772 -1.59566 0.058
H 1.79938 -5.65087 -0.43518 0.090
H 0.50373 -4.63283 0.30197 0.067
H 0.19527 -5.45726 -1.23624 0.107
C -2.70472 3.55728 4.79133 0.044
N -3.35294 3.91931 3.49948 -0.446
O -4.55313 4.08761 3.49665 0.070
O -2.62140 4.01306 2.53860 0.061
H -3.47224 3.50577 5.55411 0.090
H -2.21660 2.59809 4.64679 0.101
H -1.97066 4.32720 5.00794 0.095
C -3.24127 -3.32127 -5.35644 0.053
N -2.40278 -4.11958 -4.41746 -0.445
O -2.65970 -5.30333 -4.29646 0.045
O -1.50422 -3.54359 -3.84756 0.060
H -3.97442 -3.98897 -5.79179 0.089
H -3.70057 -2.51650 -4.78331 0.070
H -2.56759 -2.91646 -6.10581 0.099
C 3.76093 -1.12708 3.07028 0.040
N 2.45399 -1.67811 3.52091 -0.444
O 2.38195 -2.86231 3.77804 0.061
O 1.53344 -0.89106 3.58457 0.058
H 4.48368 -1.93498 3.06431 0.095
H 3.61177 -0.71906 2.07837 0.076
H 4.03486 -0.33836 3.76336 0.089
C 4.05965 3.44187 0.89786 0.061
N 4.18350 2.19781 1.70299 -0.431
O 4.05303 2.27627 2.90860 0.059
O 4.42799 1.17343 1.09905 0.054
H 3.84211 4.25797 1.57658 0.098
H 5.01364 3.57189 0.39306 0.065
H 3.25687 3.29287 0.18165 0.100
C 8.24601 2.92567 1.55802 0.055
N 8.05170 3.95453 0.49830 -0.442
O 8.87726 4.83110 0.39194 0.081
O 7.06167 3.83352 -0.19719 0.045
H 9.16032 3.15656 2.09079 0.094
H 7.37922 2.96659 2.21182 0.096
H 8.29794 1.96097 1.06241 0.105
```


2.
The following is a quantum chemistry calculation of an isolated ion of composition C16H39BN2O4P and charge -1 in a non-equilibrium geometry, from the Open Molecules 2025 dataset.

Output
Energy relative to the best compared isomer or geometry (same formula, charge and spin) (eV): 3.298
Highest occupied orbital energy (eV): -3.102
LUMO (eV): 2.85
Charge: -1
M (g mol⁻¹): 365.284
Total energy (Eh): -1409.49740

Geometry as XYZ:
```
63
Properties=species:S:1:pos:R:3:lowdin_charge:R:1
C -1.92616 2.31374 2.31882 -0.131
C -2.67698 0.87908 2.40935 -0.188
C -1.51956 -0.22191 2.60237 -0.237
O -1.22160 -0.75879 1.28559 -0.270
C 0.06831 -1.45321 1.28237 -0.301
P 1.27985 -0.92096 -0.11432 0.508
C 2.76476 -1.58468 0.93345 -0.243
C -0.13145 -0.40270 -1.31074 -0.299
C -1.07433 -1.63263 -1.77677 -0.224
C -2.38314 -0.98579 -2.46794 -0.199
C -3.51389 -0.59368 -1.39504 -0.221
N -4.04866 0.78447 -1.61535 -0.013
C -5.20951 1.06190 -0.76350 -0.436
C -5.34924 2.53482 -0.17473 -0.037
O -6.10161 0.23810 -0.46828 0.024
C 1.42213 0.86579 0.57902 -0.257
O 2.69105 1.13099 1.29651 -0.241
C 2.44361 1.33645 2.69013 -0.304
C 3.81251 1.82912 3.41263 -0.089
B 2.54873 -0.59382 -1.55386 -0.583
O 2.91313 0.70992 -2.09061 0.013
N 3.23282 -1.80978 -2.19065 -0.173
C 2.73612 -2.04834 -3.56743 -0.140
C 4.67673 -1.43940 -2.27796 -0.136
H -1.37809 2.35522 1.32184 0.074
H -2.66568 3.17365 2.43563 0.059
H -1.14996 2.43799 3.15474 0.067
H -3.12813 0.71554 1.37783 0.083
H -3.43890 0.88709 3.25036 0.100
H -1.76742 -1.02813 3.36430 0.117
H -0.61700 0.35040 3.02933 0.096
H 0.49309 -1.37240 2.33903 0.076
H -0.17358 -2.57291 1.13483 0.094
H 1.14772 -2.28630 -0.65406 0.006
H 3.73201 -1.14836 0.48841 0.034
H 2.87696 -2.72211 0.80018 0.048
H 2.68439 -1.39488 2.05005 0.022
H -0.75447 0.49520 -0.95135 0.089
H 0.36061 -0.03695 -2.28962 0.077
H -1.42023 -2.27432 -0.90856 0.097
H -0.58180 -2.26423 -2.59018 0.090
H -2.87910 -1.68818 -3.22019 0.093
H -2.13737 -0.01457 -3.02993 0.102
H -4.39125 -1.31968 -1.55995 0.112
H -3.18952 -0.75213 -0.31673 0.108
H -4.40722 0.86143 -2.58190 0.125
H -6.32460 3.04696 -0.49224 0.081
H -5.32566 2.47690 0.96520 0.081
H -4.50421 3.22944 -0.49225 0.075
H 1.33204 1.68278 -0.22715 0.105
H 0.60228 1.12893 1.34538 0.065
H 2.14368 0.37596 3.24402 0.103
H 1.66349 2.13031 2.91960 0.106
H 4.72623 1.54012 2.81050 0.075
H 3.70109 2.96683 3.52007 0.065
H 3.80736 1.41154 4.46916 0.062
H 2.42271 0.80172 -2.93444 0.082
H 1.70267 -2.54061 -3.60273 0.085
H 3.44233 -2.81903 -4.05139 0.088
H 2.78742 -1.12476 -4.23996 0.080
H 4.81836 -0.85628 -3.25976 0.085
H 5.37845 -2.34865 -2.22660 0.091
H 4.97770 -0.74220 -1.43452 0.082
```


3.
The following is a quantum chemistry calculation of a 4-piece molecular cluster, C16H39BrClIO4Si overall in a non-equilibrium geometry, from the Open Molecules 2025 dataset.

Output
Energy relative to the best compared isomer or geometry (same formula, charge and spin) (eV): 4.768
Highest occupied orbital energy (eV): -9.443
LUMO (eV): 0.00
Charge: 0
M (g mol⁻¹): 565.831
SMILES: CC[C@H](I)[Si@@](Cl)(Br)OC[C@H](C)CC(C)C.CCO.CCO.CCO
Total energy (Eh): -4555.31611

Geometry as XYZ:
```
63
Properties=species:S:1:pos:R:3:lowdin_charge:R:1
C -3.82276 -4.15254 3.10162 -0.191
C -2.41609 -3.39650 2.71201 -0.348
C -2.38692 -1.88014 3.33458 -0.798
I -4.24633 -0.77342 2.78665 0.723
Si -0.86884 -0.81043 2.70241 -0.150
Cl -1.00148 -0.42648 0.60292 0.306
Br -1.15285 1.25745 3.74324 0.255
O 0.68599 -1.40415 3.26141 -0.326
C 1.37691 -2.22127 2.25307 -0.244
C 2.78964 -1.47749 1.83635 -0.299
C 3.54902 -0.74879 3.11599 -0.102
C 2.65822 -0.40602 0.60282 -0.165
C 2.71574 -1.09535 -0.90170 -0.349
C 4.16129 -0.84740 -1.67515 -0.109
C 1.52818 -0.50174 -1.86353 -0.120
H -4.09455 -4.06827 4.24449 0.090
H -4.70477 -3.78774 2.42341 0.047
H -3.66771 -5.30365 2.84625 0.084
H -2.26750 -3.36829 1.55078 0.108
H -1.49074 -3.97118 3.19873 0.126
H -2.36066 -1.86511 4.52533 0.085
H 1.70020 -3.22692 2.80999 0.140
H 0.71906 -2.55880 1.34658 0.102
H 3.53141 -2.33603 1.47516 0.143
H 3.11920 -1.06548 4.16383 0.080
H 3.48873 0.43935 3.05684 0.091
H 4.70102 -1.04000 3.13207 0.087
H 1.73902 0.29827 0.77120 0.084
H 3.62232 0.29460 0.66131 0.113
H 2.59012 -2.25147 -0.77107 0.117
H 4.86133 -0.07390 -1.09926 0.078
H 4.71459 -1.88400 -1.87308 0.082
H 4.02440 -0.37111 -2.76148 0.078
H 1.14287 0.49285 -1.35239 0.052
H 0.61138 -1.24967 -1.83535 0.050
H 1.84054 -0.37426 -2.98446 0.084
C 0.50127 4.89820 -0.69183 -0.093
C 0.78310 3.40994 -0.68638 -0.337
O 2.06234 3.15656 -1.24824 -0.099
H 0.53758 5.29293 -1.71242 0.084
H -0.48346 5.11016 -0.26593 0.051
H 1.25883 5.43813 -0.11444 0.073
H 0.03664 2.87672 -1.28243 0.111
H 0.76135 3.01017 0.33195 0.103
H 2.71881 3.62753 -0.70690 0.088
C -0.89627 -3.45740 -3.84328 -0.096
C 0.42943 -3.89017 -4.43455 -0.326
O 1.46583 -3.71781 -3.47930 -0.099
H -0.85504 -2.40820 -3.53311 0.066
H -1.70535 -3.57974 -4.56885 0.074
H -1.13214 -4.04458 -2.94975 0.072
H 0.67176 -3.28635 -5.31402 0.114
H 0.40035 -4.94183 -4.73528 0.106
H 1.24544 -4.26449 -2.70575 0.086
C -4.30464 6.55167 -0.34033 -0.096
C -3.85673 5.60281 -1.43277 -0.321
O -2.66205 4.94240 -1.04173 -0.105
H -3.52706 7.29400 -0.13282 0.078
H -5.22229 7.07233 -0.62814 0.074
H -4.48488 6.00967 0.59377 0.073
H -3.65661 6.15125 -2.35795 0.115
H -4.62366 4.84957 -1.63707 0.108
H -2.85254 4.45163 -0.22400 0.092
```